No. 1
Below is a structure of composition C38H37ClIN2O10SSbTl in a non-equilibrium geometry, with properties calculated with ωB97M-V/def2-TZVPD.

```
92
Properties=species:S:1:pos:R:3
C 3.00 -3.33 1.38
C -3.53 0.59 1.92
H 3.63 2.65 4.18
Cl -0.11 -1.44 5.52
H 5.55 2.68 2.65
C -4.26 -1.48 -1.87
H -1.03 0.53 -4.84
H 0.66 -2.50 -7.34
C 4.55 2.06 1.22
C -4.91 0.65 2.03
C -4.35 2.59 -3.10
Tl 1.83 -0.16 0.17
H 3.78 4.96 1.17
C 4.53 -3.85 3.12
C 3.40 2.41 2.16
C 1.41 -2.39 -5.34
C 1.40 -1.72 -4.12
H -5.21 4.54 -2.93
H -3.92 -3.80 -4.30
O -0.76 1.30 0.08
H 0.04 -1.13 3.20
C -2.74 0.94 3.00
Sb -2.46 0.01 0.13
C 0.60 -1.99 -6.39
H 2.21 5.51 1.81
C -0.27 -0.93 -6.21
H -5.53 0.37 1.19
H 3.48 -3.70 -3.96
C 5.08 -2.59 2.93
C -2.38 -3.22 -2.93
H 4.94 -0.79 1.74
C 2.38 3.34 1.50
C 4.55 -1.77 1.94
H -0.91 -0.60 -7.01
C -4.49 3.80 -1.05
C -2.03 -2.37 -1.88
H -1.65 -3.91 -3.33
H 4.93 -4.53 3.86
O -1.32 -1.07 1.25
C -2.97 -1.50 -1.37
H -1.67 0.87 2.91
C 2.86 -3.53 -3.09
H -6.56 1.14 3.29
H 2.01 -4.22 -3.11
H 1.39 3.20 1.94
O 0.45 -0.02 -2.76
C -3.86 2.76 -0.40
C -4.69 1.45 4.28
C -5.49 1.08 3.21
C 0.50 -0.65 -3.93
H -2.70 1.66 5.02
O -0.48 1.85 -1.22
C -0.34 -0.29 -4.99
C -4.60 -2.31 -2.93
H -5.00 -0.81 -1.45
C -3.73 1.54 -2.44
C -3.32 1.38 4.18
O 2.61 -0.38 5.02
H 2.96 1.44 2.44
H 2.32 3.16 0.42
N 3.93 3.11 3.33
H 3.00 -5.20 2.42
O 5.75 2.28 1.76
O 2.75 -1.32 -2.22
C 0.72 -1.48 3.97
H -5.60 -2.26 -3.34
H -4.79 4.68 -0.51
C 3.48 4.51 3.27
S -0.88 1.00 -2.44
C -4.73 3.72 -2.41
O -0.34 -1.63 0.37
H 2.07 -3.23 -5.48
H 3.44 -3.71 -2.19
H -3.45 0.66 -3.00
O 4.41 1.62 0.11
H -1.05 -2.40 -1.44
I 1.43 -3.88 0.12
H -4.55 2.51 -4.16
C 2.95 4.71 1.85
H 5.90 -2.25 3.54
H 0.98 -2.52 3.78
H -5.15 1.79 5.20
O 2.35 -0.24 2.82
C 2.36 -2.11 -3.05
C 2.02 -0.62 3.97
C -3.48 1.61 -1.08
H 2.69 4.71 4.00
N 3.55 -2.15 1.17
H -3.67 2.82 0.67
C 3.46 -4.23 2.33
H 4.32 5.18 3.50
C -3.66 -3.17 -3.46
```

Calculated values
HOMO-LUMO gap: 6.7 eV
Lowest unoccupied orbital energy: 2.159 eV
E_HOMO: -4.5 eV
Net charge: -1

No. 2
Below is an isolated molecule of C5H10N2O2, with properties calculated with ωB97M-V/def2-TZVPD.

```
19
Properties=species:S:1:pos:R:3
C 0.72 -0.67 0.02
C -0.24 0.99 0.87
H 0.55 2.87 1.14
C -0.69 -0.95 -0.12
H 0.92 0.73 -1.60
H 2.37 -1.59 0.50
H 0.08 0.71 1.86
H -0.60 -2.96 -0.35
H -2.11 -2.39 0.07
C -1.27 0.23 0.22
O -2.53 0.67 -0.13
N -0.19 2.39 0.65
H 1.87 -0.74 -1.80
O 1.43 -1.68 0.69
H -0.23 2.66 -0.32
H -2.76 1.41 0.45
H 2.40 0.51 -0.66
C 1.52 0.00 -1.07
N -1.25 -2.19 -0.42
```

Calculated values
HOMO-LUMO gap: 8.1 eV
Relative energy (zero: lowest compared OMol25 entry of this formula, charge and spin): 317.10 kJ/mol
Lowest unoccupied orbital energy: 0.743 eV
E_HOMO: -7.4 eV
Net charge: 0
SMILES: C/C(O)=C(N)\C(O)=C\N

No. 3
Below is a cluster of 4 separate species, H9O4 in total, with properties calculated with ωB97M-V/def2-TZVPD.

```
13
Properties=species:S:1:pos:R:3
H 0.17 0.12 0.90
O -0.99 1.83 -1.24
H -0.39 2.57 -1.46
H 0.56 -3.15 -0.22
H 0.00 -2.79 -1.61
O -0.13 -2.64 -0.66
O -0.41 -0.29 0.18
H -0.59 0.39 -0.53
H -0.34 -1.27 -0.15
H 1.57 0.50 2.66
H 1.17 1.79 1.93
H -1.83 2.10 -1.62
O 1.20 0.83 1.83
```

Calculated values
HOMO-LUMO gap: 13.4 eV
Relative energy (zero: lowest compared OMol25 entry of this formula, charge and spin): 17.38 kJ/mol
Lowest unoccupied orbital energy: -3.175 eV
E_HOMO: -16.6 eV
Net charge: +1

No. 4
Below is a cluster of 5 separate species, C31H66ClF3N8O7P2S in total in a non-equilibrium geometry, with properties calculated with ωB97M-V/def2-TZVPD.

```
119
Properties=species:S:1:pos:R:3
H 2.16 -1.42 -2.58
O -3.17 1.00 1.35
H 4.86 -0.21 -9.19
H -6.27 -1.56 -0.02
H -0.70 6.82 8.21
H -0.43 -5.83 -4.73
H -2.57 -6.73 -1.67
C 3.47 -2.18 2.06
P 1.72 0.04 -8.09
N -3.93 -0.44 -1.06
H -2.65 4.57 6.28
O -0.67 -6.41 -2.36
H 1.76 1.47 -8.43
H -3.50 -0.81 2.35
S 4.52 0.11 -1.12
H 1.75 6.03 8.27
C 0.06 7.14 8.93
H -2.23 -0.78 1.13
N 0.47 -6.22 -5.02
H -1.36 5.97 11.06
H 4.29 -2.35 -4.48
O -0.14 4.38 10.56
H 1.35 -6.45 -2.39
H 5.11 -0.82 -6.04
H 3.48 -2.38 3.22
H -1.63 -8.22 -1.94
Cl -0.67 -1.33 -2.58
H -4.13 0.88 6.69
C -1.31 1.73 -3.21
H -4.83 3.41 9.42
N 1.92 6.41 10.32
C 3.68 0.26 -2.79
C -3.12 2.55 5.69
H -3.34 2.52 9.02
H -4.90 2.13 8.21
C 2.12 -0.26 -2.83
H -0.49 -1.42 -5.04
C 1.41 -0.16 -4.32
C -4.19 -1.02 0.27
H 1.15 -5.51 -4.75
O 1.36 2.52 -4.84
H 3.84 1.21 -5.48
O -4.02 3.90 7.60
C -3.25 -0.43 1.34
H -6.05 0.14 0.39
H -2.97 -0.65 -1.32
H -3.99 -2.10 0.21
H -1.04 2.83 -3.59
H 1.74 -7.74 -4.35
C -2.88 3.63 6.78
H 0.63 -8.02 -2.08
O 2.20 -0.72 -9.39
O 4.06 -0.98 1.40
C -3.18 1.13 6.23
H -0.18 4.39 8.48
H -1.99 4.92 9.74
H 3.25 -3.49 -6.24
H -0.45 7.44 9.85
N 3.07 -2.53 -0.36
C 1.10 6.05 9.15
F 8.89 0.18 -6.90
H -2.27 2.61 5.00
C 0.53 -7.11 -2.69
H 4.49 1.35 -8.20
H 2.69 5.73 10.40
H 1.30 -3.15 -3.78
C -1.23 0.66 -4.48
H 0.53 8.04 8.53
C 0.70 -7.42 -4.20
C 1.82 1.29 -5.04
H 3.82 1.40 -3.12
H -0.95 1.32 -5.43
C 2.93 -0.17 -6.58
H -1.99 4.37 11.43
F 7.35 1.03 -9.27
F 6.93 0.86 -5.38
H 0.33 -0.22 -7.73
H -3.96 2.63 2.30
C -0.18 -0.58 -4.25
N -4.35 2.83 4.93
H -3.94 0.58 -0.95
N 2.88 -3.04 0.94
H 1.36 6.23 11.16
C 5.03 0.31 -8.14
C 0.50 4.63 9.30
C 2.04 -1.13 -5.53
N 2.20 -3.67 -3.98
H -0.20 -9.39 -4.00
H -5.88 -1.10 1.64
H -5.07 1.80 1.22
C 4.43 -0.71 -7.01
C -4.27 2.93 8.61
H -1.23 -8.23 -4.87
H -2.38 0.95 6.96
C -4.28 1.64 1.96
C -1.83 -7.21 -2.33
H -4.26 3.74 4.48
H -2.01 3.38 7.40
C 3.80 -1.24 -0.06
H -2.40 1.76 -2.79
C -5.68 -0.87 0.59
C -1.43 4.94 10.69
P 3.00 -2.71 -5.02
H 1.26 -1.59 -6.31
H -3.04 0.41 5.41
H 1.54 0.36 -2.00
N 2.95 1.26 -6.05
H 4.39 -1.79 -7.50
C -0.19 -8.55 -4.70
H -0.53 1.49 -2.36
C 7.44 0.55 -6.75
H 4.31 -0.38 -3.55
H -2.32 0.26 -4.67
H -2.28 -7.26 -3.32
H -4.66 1.08 2.82
H 1.32 3.91 9.24
C 6.64 0.62 -8.01
H -5.10 2.97 5.61
H 0.18 -8.93 -5.66
```

Calculated values
HOMO-LUMO gap: 7.8 eV
Lowest unoccupied orbital energy: -0.885 eV
E_HOMO: -8.7 eV
Net charge: 0
SMILES: CC[C@H](Cl)[C@]1(CCSc2nnco2)C(=O)N[C@](CCC(F)=C(F)F)([PH2]=O)[C@H]1[PH2]=N.COC[C@@H](C)N.COC[C@@H](C)N.COC[C@@H](C)N.COC[C@@H](C)N

Which formula does entry 3 have? H9O4

Which of these has the highest E_HOMO? C38H37ClIN2O10SSbTl

Which of these has the lowest HOMO-LUMO gap? C38H37ClIN2O10SSbTl